{"formula": "C3H11N2O", "method": "the ωB97M-V functional and the def2-TZVPD basis", "homo_ev": -15.162, "de_lowest_kcal_mol": 42.4, "charge": 1, "species": ["O", "N", "N", "C", "C", "C", "H", "H", "H", "H", "H", "H", "H", "H", "H", "H", "H"], "positions_angstrom": [[-1.032, -1.245, 1.898], [-1.013, 1.233, -1.267], [0.399, -0.798, 0.076], [1.823, -0.588, -0.301], [0.068, -0.503, 1.511], [-0.385, 1.987, -2.065], [0.919, -0.806, 2.118], [-1.847, -0.837, 1.577], [-0.587, 3.051, -2.178], [-0.208, -0.169, -0.517], [0.101, -1.759, -0.096], [-0.100, 0.573, 1.589], [0.383, 1.545, -2.686], [-1.730, 1.750, -0.764], [2.455, -1.252, 0.277], [1.932, -0.776, -1.363], [2.092, 0.440, -0.064]], "lowdin_charge": [0.020, 0.018, -0.010, 0.001, -0.214, -0.043, 0.146, 0.117, 0.090, 0.087, 0.180, 0.144, 0.075, 0.074, 0.104, 0.104, 0.107]}